[1]
ORCA calculation (ωB97M-V with the def2-TZVPD basis set) on a molecular structure, C34H50As2BrIrN4O12S.

The net charge is +2. As for the multiplicity: 5. The gap between HOMO and LUMO (alpha / beta) is 7.19 / 5.22 eV. The LUMO energy (alpha / beta) is -0.1959 / -0.2873 Eh.

```
105
Properties=species:S:1:pos:R:3:forces:R:3:mulliken_charge:R:1
Ir -0.718393 -0.433350 -0.323926 -0.3 -0.4 -0.1 2.42
C 0.889194 -5.004432 -3.616352 0.0 0.0 0.0 -0.94
C -0.498078 -5.053979 -3.004309 0.0 0.0 0.0 -0.64
S -1.198798 -3.459524 -2.550218 0.1 0.1 0.0 0.32
O -0.154055 -2.781454 -1.685445 0.0 0.0 0.1 -0.78
C -1.171716 -2.609482 -4.165022 0.0 0.0 0.1 -0.46
C 0.041230 -1.715246 -4.349316 0.0 0.0 0.0 -1.00
H 1.277007 -6.017571 -3.713775 0.0 0.0 0.0 0.43
H 1.573598 -4.437808 -2.985724 0.0 0.0 0.0 0.11
H 0.877103 -4.559977 -4.611295 0.0 0.0 0.0 0.27
H -0.504945 -5.611977 -2.066257 0.0 0.0 0.0 0.43
H -1.236534 -5.509736 -3.668712 0.0 0.0 0.0 0.50
H -2.086201 -2.014768 -4.181215 0.0 0.0 0.0 0.01
H -1.254212 -3.378365 -4.934163 0.0 0.0 0.0 0.68
H 0.102979 -0.970553 -3.555216 0.0 0.0 0.0 -0.01
H -0.040279 -1.191959 -5.302146 0.0 0.0 0.0 0.53
H 0.970199 -2.281940 -4.348931 0.0 0.0 0.0 0.28
C 2.312505 3.634634 -3.424923 0.0 0.0 0.0 -0.73
O 2.601796 3.014612 -2.150974 0.1 0.1 0.1 -0.21
C 2.343680 1.728446 -2.063032 -0.1 -0.1 0.0 -0.01
O 1.804703 1.056800 -2.910615 0.0 0.0 0.0 -0.53
C 2.718021 1.129659 -0.736957 -0.1 -0.1 0.0 0.02
C 3.648333 1.637692 0.064592 0.1 -0.1 0.1 1.09
As 3.879335 1.036641 1.851701 -0.3 0.2 0.1 1.02
C 5.711950 1.307619 2.391995 0.1 0.0 -0.1 -0.96
C 3.200835 -0.716285 2.100873 0.1 0.0 -0.1 0.67
C 2.372200 -1.263604 1.209954 0.0 0.1 0.0 -0.34
As 1.715329 -0.523150 -0.480263 0.2 -0.1 0.1 0.92
C 2.711493 -1.697827 -1.661665 -0.1 0.0 0.0 -1.03
C 1.791452 -2.643684 1.422513 0.0 0.0 -0.2 -0.61
O 2.236232 -3.599393 0.854431 0.0 0.0 0.0 -0.52
O 0.706990 -2.595536 2.178936 0.0 0.0 0.1 0.18
C 0.083516 -3.877308 2.414395 -0.1 0.0 0.0 -0.85
C 3.496494 -1.392713 3.405355 0.1 0.0 0.0 0.17
O 3.258214 -2.543568 3.625602 -0.1 0.0 0.0 -0.52
O 4.047453 -0.534451 4.268557 0.0 0.0 0.0 -0.37
C 4.356119 -1.088196 5.571184 0.0 0.0 0.1 -0.79
C 4.537435 2.808569 -0.275896 -0.1 0.1 0.2 -0.35
O 5.363981 2.791737 -1.136714 0.0 0.0 -0.1 -0.52
O 4.324867 3.794527 0.597551 0.0 0.0 0.0 -0.21
C 5.147672 4.971064 0.407229 0.0 0.1 0.0 -0.82
H 2.508999 4.690757 -3.282369 0.0 0.0 0.0 0.25
H 1.273659 3.462172 -3.694156 0.0 0.0 0.0 0.26
H 2.968806 3.219066 -4.185857 0.0 0.0 0.0 0.34
H 5.968273 2.343282 2.182195 0.0 0.0 0.0 0.36
H 6.358157 0.636774 1.824460 0.0 0.0 0.0 0.44
H 5.782716 1.098341 3.453452 0.0 0.0 0.0 0.39
H 3.767068 -1.611713 -1.412942 0.0 0.0 0.0 0.64
H 2.516554 -1.379253 -2.681125 0.0 0.0 0.0 0.32
H 2.346367 -2.706391 -1.492423 0.0 0.0 0.0 0.20
H -0.663066 -3.701758 3.181170 0.0 0.0 0.0 0.28
H 0.825320 -4.596145 2.752466 0.0 0.0 0.0 0.36
H -0.379452 -4.226946 1.492914 0.0 0.0 0.0 0.21
H 4.816610 -0.281967 6.131185 0.0 0.0 0.0 0.25
H 5.037403 -1.928238 5.463465 0.0 0.0 0.0 0.36
H 3.439604 -1.419198 6.052951 0.0 0.0 0.0 0.33
H 4.959401 5.602110 1.268358 0.0 0.0 0.0 0.26
H 4.849341 5.474040 -0.509321 0.0 0.0 0.0 0.30
H 6.196510 4.690805 0.345018 0.0 0.0 0.0 0.37
C -5.056418 0.778626 -3.405984 0.0 0.0 0.0 -0.70
C -3.567634 0.920363 -3.645952 0.0 0.0 0.0 -0.64
N -2.823760 0.202837 -2.611255 0.1 0.1 0.0 0.51
C -3.342913 -0.723788 -1.780005 -0.1 -0.2 0.1 0.11
N -2.573916 -1.183687 -0.788702 -0.1 0.1 -0.2 0.01
C -3.082443 -2.242021 0.087487 0.0 0.0 0.0 -0.23
C -4.588514 -2.150910 0.229835 0.0 0.0 0.0 -1.00
C -5.201513 -2.188953 -1.152250 0.0 0.0 0.0 -0.61
N -4.593603 -1.161165 -1.997094 0.0 0.0 0.0 0.16
C -5.366728 -0.681636 -3.143234 0.0 0.0 0.0 -0.57
H -5.611587 1.128384 -4.274838 0.0 0.0 0.0 0.39
H -5.359753 1.376265 -2.544532 0.0 0.0 0.0 0.27
H -3.263772 1.965578 -3.616219 0.0 0.0 0.0 0.36
H -3.301617 0.523455 -4.629204 0.0 0.0 0.0 0.31
H -1.973858 0.632385 -2.274229 0.0 0.0 0.0 -0.23
H -2.596189 -2.129001 1.055019 0.0 0.0 0.0 0.11
H -2.804687 -3.217791 -0.323319 0.0 0.0 0.0 0.20
H -4.859712 -1.220271 0.733269 0.0 0.0 0.0 0.23
H -4.966331 -2.981176 0.825517 0.0 0.0 0.0 0.44
H -6.270614 -1.983292 -1.111255 0.0 0.0 0.0 0.48
H -5.067415 -3.173960 -1.610332 0.0 0.0 0.0 0.21
H -6.419746 -0.818143 -2.904488 0.0 0.0 0.0 0.40
H -5.146838 -1.290856 -4.026414 0.0 0.0 0.0 0.22
Br -4.508943 5.390865 4.954046 0.0 0.0 0.0 -0.13
C -3.736871 4.120735 3.799900 0.0 0.0 0.0 0.05
C -3.303110 4.519034 2.542517 0.0 0.0 0.0 -0.66
C -2.733744 3.580636 1.698359 0.0 0.0 0.0 -0.30
C -2.592902 2.259514 2.112765 0.0 0.0 0.0 0.25
C -3.042191 1.874032 3.373782 0.0 0.0 0.0 -0.27
C -3.618446 2.802087 4.223082 0.0 0.0 0.0 -0.74
C -1.951040 1.271206 1.216990 0.0 0.0 0.0 0.77
O -1.664086 1.580402 0.021557 0.0 0.1 0.1 -1.10
O -1.654912 0.108316 1.650733 0.1 0.2 -0.1 -1.14
H -3.414685 5.548151 2.232276 0.0 0.0 0.0 0.47
H -2.389115 3.865105 0.713211 0.0 0.0 0.0 0.48
H -2.951913 0.838607 3.675623 0.0 0.0 0.0 0.56
H -3.981451 2.513733 5.199458 0.0 0.0 0.0 0.47
C 0.970046 3.331692 3.333794 0.0 0.0 0.0 -1.27
C 0.760575 1.899503 2.929182 -0.1 0.0 0.1 0.66
N 0.135821 1.088211 3.795102 0.0 0.0 -0.1 -0.13
O 1.161594 1.474470 1.837698 0.2 0.1 0.0 -0.52
H 0.590695 3.556433 4.328196 0.0 0.0 0.0 0.48
H 0.464429 3.963969 2.603615 0.0 0.0 0.0 0.29
H 2.033176 3.571373 3.288116 0.0 0.0 0.0 0.17
H -0.321792 1.474665 4.603936 0.0 0.0 0.0 0.28
H -0.222547 0.216115 3.422990 0.0 0.0 0.0 0.13
```
Positions in Å, forces in eV/Å.

[2]
ORCA calculation (ωB97M-V with the def2-TZVPD basis set) on a molecular structure, C34H50AuBN7O3S at a distorted geometry.

The net charge is +1. As for the multiplicity: 1. The gap between HOMO and LUMO (alpha / beta) is 5.24 / 5.24 eV. The LUMO energy (alpha / beta) is -0.1830 / -0.1831 Eh.

```
97
Properties=species:S:1:pos:R:3:forces:R:3:mulliken_charge:R:1
Au 0.773270 -0.270345 0.160880 -0.6 -1.1 1.5 1.83
C 0.418657 0.931049 4.543057 -0.2 -0.1 0.0 -1.51
C -0.796486 0.466615 3.729820 0.2 -0.2 -0.1 0.20
C -0.705032 -1.022321 3.434308 0.0 0.2 0.1 -0.81
C -0.947148 1.363432 2.541092 -0.4 0.9 -0.5 -0.31
C -1.573329 2.600485 2.655050 0.1 0.0 -0.3 -1.35
C -1.438454 3.237757 1.434093 -0.5 -0.1 0.8 0.60
C -1.850446 4.679285 1.337920 0.1 0.3 -0.2 0.16
C -0.649470 5.537422 1.762079 -0.2 0.0 0.0 -1.46
C -2.480386 5.197870 0.051628 0.0 -0.1 0.2 -1.45
N -0.785824 2.388969 0.606741 -0.3 0.4 0.3 0.30
N -0.491735 1.256797 1.293602 0.2 -0.7 0.5 -0.03
B -0.475196 2.532031 -0.900366 0.4 -0.2 0.3 1.04
N -1.181781 1.402372 -1.720314 -0.3 0.1 -0.1 0.31
N -1.272642 0.113739 -1.297099 -0.8 -1.1 -0.2 0.16
C -1.984710 -0.560530 -2.212595 0.2 0.9 -0.3 -0.78
C -2.363602 0.302559 -3.227920 0.2 0.1 0.2 -0.63
C -1.839089 1.540114 -2.894358 -0.5 -0.6 -0.5 -0.22
C -1.999768 2.705864 -3.828551 0.2 0.3 0.1 0.18
C -2.815286 3.872860 -3.265479 0.1 -0.2 -0.1 -1.34
C -0.644931 3.158375 -4.366762 -0.2 -0.2 -0.1 -1.24
C -2.383929 -2.007785 -2.182983 0.0 0.1 0.6 0.05
C -3.801490 -2.176042 -1.621403 0.1 -0.1 -0.2 -1.46
C -1.399690 -2.855158 -1.397576 -0.1 -0.7 -2.1 -0.88
N 1.070179 2.447084 -1.122944 -0.2 0.4 -0.1 1.17
N 1.617695 1.253788 -0.851665 1.3 -0.3 -0.6 -0.95
C 2.918358 1.258866 -1.161215 -0.3 0.6 -0.3 -0.21
C 3.217763 2.516534 -1.651569 -0.3 0.0 0.1 -0.82
C 2.033783 3.255744 -1.611341 0.8 -0.2 -0.1 0.12
C 2.069101 4.698822 -2.037115 -0.2 0.4 -0.2 0.27
C 2.489431 4.811211 -3.510504 0.1 0.0 0.2 -1.34
C 0.842779 5.562133 -1.787669 0.2 -0.1 0.1 -1.10
C 3.806767 0.065709 -1.014978 0.0 -0.2 0.0 -0.22
C 3.222174 -1.123018 -1.773632 -0.1 -0.1 0.0 -1.07
C 4.044579 -0.268452 0.455981 0.0 0.0 0.0 -1.01
H 0.446242 0.411116 5.496114 0.1 -0.1 0.2 0.41
H 1.335808 0.712537 4.000749 0.1 0.0 -0.1 0.28
H 0.368289 2.001563 4.734237 0.0 0.0 0.0 0.43
H -1.694277 0.641920 4.336356 0.1 0.0 -0.1 0.48
H 0.255869 -1.267549 2.993007 0.0 0.1 0.1 -0.23
H -0.793456 -1.583903 4.361018 0.0 -0.1 0.1 0.53
H -1.507971 -1.334451 2.766919 -0.1 -0.1 -0.1 0.14
H -2.057622 2.984055 3.529114 -0.1 0.2 0.2 0.52
H -2.611562 4.784582 2.121612 0.1 -0.1 -0.1 0.55
H 0.215321 5.344728 1.130952 0.0 0.0 0.0 0.26
H -0.906094 6.591361 1.689345 0.0 0.2 0.0 0.46
H -0.364652 5.318856 2.788351 0.0 0.0 0.1 0.39
H -1.729103 5.438943 -0.690699 0.0 0.0 -0.2 -0.02
H -3.180717 4.474484 -0.353873 -0.1 0.0 -0.2 0.28
H -3.025649 6.112292 0.273812 -0.1 0.1 0.0 0.54
H -0.877161 3.554722 -1.283900 -0.1 0.4 -0.2 -0.68
H -2.928014 0.052348 -4.100394 -0.2 0.0 -0.3 0.62
H -2.571451 2.304736 -4.674088 0.1 -0.1 0.2 0.59
H -2.199064 4.534375 -2.668829 0.0 0.1 0.1 0.10
H -3.235969 4.447285 -4.087283 0.0 0.1 -0.1 0.49
H -3.637321 3.507491 -2.653775 -0.1 0.0 0.1 0.34
H 0.009896 3.422559 -3.545964 0.1 0.1 0.1 -0.10
H -0.175321 2.358443 -4.934716 0.1 -0.1 0.0 0.49
H -0.772625 4.015198 -5.023177 0.1 0.2 -0.1 0.45
H -2.378176 -2.365190 -3.218313 0.2 -0.1 0.2 0.61
H -3.854178 -1.857474 -0.584034 -0.1 0.1 0.1 0.30
H -4.501384 -1.570168 -2.188748 0.0 0.0 0.0 0.46
H -4.110726 -3.216576 -1.684900 -0.1 -0.1 0.0 0.40
H -1.391752 -1.451425 -0.028105 -0.1 1.1 0.0 0.83
H -1.634249 -3.920583 -1.438238 -0.1 0.2 0.2 0.78
H -0.369456 -2.697596 -1.732781 0.0 0.1 0.4 0.24
H 4.178117 2.858674 -1.978390 0.2 0.1 -0.1 0.64
H 2.887518 5.129156 -1.443445 -0.1 -0.1 0.0 0.74
H 1.716201 4.434680 -4.171517 -0.1 -0.1 -0.1 0.19
H 2.660718 5.854513 -3.760610 0.0 0.1 0.0 0.44
H 3.402815 4.259670 -3.706872 0.1 0.0 -0.1 0.40
H 0.041339 5.330198 -2.481460 -0.2 0.0 0.0 0.17
H 0.491088 5.440609 -0.771171 -0.2 0.1 0.0 -0.33
H 1.111248 6.606069 -1.931097 0.0 0.1 0.0 0.57
H 4.772905 0.316743 -1.468551 -0.2 0.1 0.1 0.46
H 2.236646 -1.370764 -1.360829 0.3 -0.1 -0.3 -0.07
H 3.103999 -0.890056 -2.830869 0.0 0.0 -0.1 0.34
H 3.850043 -2.002312 -1.657074 0.1 -0.1 -0.1 0.44
H 3.098454 -0.503828 0.953772 0.3 0.1 0.0 -0.09
H 4.685798 -1.141095 0.549302 0.1 -0.1 0.0 0.43
H 4.506748 0.571772 0.970256 0.0 0.0 0.1 0.39
O -1.533320 -2.445561 0.008655 0.7 -0.1 1.4 -0.24
C -0.477756 -2.957843 0.812553 3.4 3.4 -0.7 -0.08
N 0.608929 -2.172313 0.912618 -3.2 -2.2 -1.1 -0.27
S 1.883950 -3.102306 1.565133 1.7 0.3 0.3 1.01
O 2.825212 -3.351414 0.513181 -1.0 -0.2 0.2 -0.56
O 2.366426 -2.441347 2.733830 -0.6 -0.4 0.0 -0.60
C 0.861836 -4.527927 1.842809 -0.6 0.5 -0.7 0.29
C 1.209064 -5.745450 2.359917 0.1 0.0 0.2 -0.77
C 0.265433 -6.768845 2.315445 -0.2 0.3 -0.2 -0.59
C -0.986647 -6.550099 1.740808 0.3 -0.4 0.2 -0.81
C -1.343315 -5.325737 1.220542 0.4 1.1 -0.2 -0.48
C -0.400608 -4.279303 1.256858 -0.2 -2.5 1.1 0.25
H 2.191771 -5.892587 2.776260 0.1 -0.1 0.1 0.54
H 0.509161 -7.737701 2.717984 0.0 -0.1 0.0 0.45
H -1.685629 -7.368718 1.684263 -0.1 -0.1 0.1 0.44
H -2.323171 -5.166240 0.792975 -0.1 0.0 0.0 0.59
```
Positions in Å, forces in eV/Å.

Energy relative to the best compared isomer or geometry (same formula, charge and spin)
In order: 15.2, 95.2
Unit: kcal per mole